1.
Entry from OMol25: C25H34F2N2O as an isolated structure in a non-equilibrium geometry (ωB97M-V/def2-TZVPD).

```
64
Properties=species:S:1:pos:R:3:forces:R:3
O -0.635712 -2.288813 2.354050 -2.95 0.58 -2.60
C -1.454645 -2.457393 1.397856 2.17 -2.73 1.77
N -1.185536 -3.435123 0.501487 3.10 -2.31 -4.15
H -1.708599 -3.655261 -0.367851 -0.37 0.98 1.33
C 0.160790 -4.115324 0.273176 1.24 -2.69 9.22
C 1.111988 -4.137941 -0.830982 1.17 -9.37 6.34
C 2.058481 -5.192774 -1.178331 -4.06 -0.53 3.38
C 2.509712 -5.128508 -2.407775 2.41 -1.87 -0.26
C 2.483726 -4.012527 -3.175900 -4.71 5.75 3.78
C 1.724600 -2.849075 -2.732950 0.14 -2.60 -1.06
C 0.880859 -3.168779 -1.477452 1.00 14.40 -13.17
H 0.244951 -2.302375 -1.358866 -0.58 -0.37 0.94
F 1.671249 -1.657600 -3.633277 -0.08 -3.27 2.97
F 3.256279 -3.911878 -4.132051 3.37 0.14 -5.00
H 3.166964 -5.904375 -2.733890 0.27 -0.54 -0.49
H 2.013316 -6.130633 -0.544777 0.54 1.28 -0.88
H 0.093997 -5.180074 0.648557 -0.83 0.69 -0.66
H 0.840254 -3.825573 1.318549 -1.91 -0.07 -2.84
C -2.901679 -1.934069 1.137026 5.53 -3.12 -0.52
H -2.705437 -1.630132 0.142159 -0.75 1.39 -1.04
H -3.547550 -2.776003 1.057204 -0.74 -0.54 0.54
C -2.996461 -1.004925 2.172735 -3.17 7.65 -6.59
C -2.190698 0.288219 2.127329 2.45 0.33 -0.56
C -2.403529 1.254036 3.269322 -7.52 -2.63 0.28
C -1.900151 2.477604 3.009524 9.66 6.77 3.44
C -1.732802 3.241742 1.723382 1.45 -1.25 -1.65
N -1.239332 2.382074 0.515072 -9.04 -1.99 3.32
C -2.373317 1.058318 0.780791 7.99 -1.85 -1.65
H -1.932614 0.418099 -0.126936 -2.03 1.15 1.97
H -3.198215 1.579587 0.622666 -4.14 1.57 -0.73
C -0.006036 1.901076 0.560347 6.46 0.73 1.46
C 0.360562 0.776166 -0.517339 4.54 1.15 7.30
C -0.009647 1.084573 -1.789866 -3.02 5.86 -3.91
C 0.832711 2.377051 -2.431123 0.52 -3.96 6.07
C 0.481307 3.511451 -1.480705 -7.97 -6.43 3.70
C 0.760222 3.092125 0.155867 2.69 6.16 -6.08
C 2.227667 2.940767 -0.065769 7.06 1.50 6.37
C 2.875928 1.704071 -0.669259 -12.62 0.89 -3.57
C 1.924903 0.465075 -0.333746 2.29 -0.36 1.63
H 2.205883 -0.528912 -0.908466 -0.41 2.12 0.97
H 2.363843 0.368798 0.765427 -2.08 -0.73 -1.58
C 2.459067 1.876767 -2.158182 -2.03 5.24 -5.74
H 2.593292 1.143803 -2.996278 0.40 -0.08 1.42
H 2.936652 2.959366 -2.747245 -0.49 -2.97 1.98
H 3.726346 1.409329 -0.897377 8.86 -1.82 0.21
H 2.647763 2.869834 1.090951 -0.66 0.02 -1.88
H 2.963842 3.934450 -0.296776 -2.71 -2.37 -0.06
H 0.714368 4.247348 0.637811 -0.52 -3.57 -0.53
H -0.785537 3.645731 -1.452217 3.56 0.13 -0.68
H 0.986226 4.252541 -1.774542 3.56 6.57 -1.53
H 0.392975 2.531713 -3.357980 0.27 0.25 -2.20
H -1.132758 1.277032 -1.893457 1.17 0.36 0.45
H 0.055224 0.345416 -2.428810 1.06 -4.16 -3.28
H 0.008177 -0.020432 0.013046 -1.75 -2.94 0.43
H 0.578938 1.837688 1.622577 -1.72 -1.47 -1.55
H -0.943295 4.024417 1.850617 -1.32 -0.28 0.10
H -2.705547 3.559214 1.386255 -0.26 0.85 -0.20
H -0.535813 2.223260 3.328024 -2.91 0.92 -0.83
H -2.001663 3.281021 3.895905 -0.30 -1.77 -1.98
H -2.261642 0.963897 4.386257 -0.61 0.03 -2.23
H -3.620128 1.745686 2.971505 1.73 -2.26 1.55
H -1.095313 0.054749 2.263826 -0.74 -0.05 -0.62
H -3.134644 -1.233796 3.056611 -0.78 -3.32 8.49
H -3.974759 -0.621802 1.864261 -0.89 0.79 0.91
```
Positions in Å, forces in eV/Å.

HOMO energy: -8.12 eV
spin multiplicity: 1
relative energy (zero: lowest compared OMol25 entry of this formula, charge and spin): 21.889 eV
total energy: -36919.607 eV



2.
Entry from OMol25: a 2-piece molecular cluster, C33H30Br2NO overall in a non-equilibrium geometry (ωB97M-V/def2-TZVPD).

```
67
Properties=species:S:1:pos:R:3:forces:R:3
Br -7.691301 4.365813 -1.248461 0.33 -0.15 0.00
C -6.026290 3.502428 -1.366413 0.63 -0.56 -0.33
C -5.966371 2.099510 -1.473185 0.31 0.11 0.11
C -4.732135 1.458739 -1.543938 0.13 0.31 0.06
C -3.512615 2.192333 -1.518463 -0.71 0.38 0.08
C -2.262361 1.502403 -1.560867 0.33 0.23 -0.22
C -1.020764 2.122932 -1.444084 0.02 0.03 0.36
C 0.172644 1.511937 -1.822535 -0.31 0.37 -0.71
C 1.422481 2.205310 -1.929647 0.49 0.27 0.23
C 2.437641 1.753443 -2.816493 -0.23 -0.02 0.22
C 3.590238 2.501879 -3.021436 -0.19 0.21 0.18
C 3.782546 3.700938 -2.308544 -0.40 -0.62 0.06
Br 5.376395 4.677487 -2.532490 -0.33 -0.15 0.00
C 2.819715 4.137220 -1.384799 -0.39 -0.26 0.02
C 1.653883 3.399174 -1.196020 0.34 0.03 -0.45
C -3.601169 3.615097 -1.485058 -0.46 -0.23 0.19
C -4.838553 4.253649 -1.410655 0.34 -0.27 0.07
H -6.883609 1.520678 -1.488597 0.12 0.08 0.02
H -4.678759 0.370434 -1.604368 -0.12 0.27 0.01
H -2.290844 0.425264 -1.741502 0.02 0.18 0.01
H -0.992196 3.164013 -1.107208 0.01 -0.44 -0.26
H 0.119226 0.509454 -2.252038 0.05 0.23 0.12
H 2.289220 0.807743 -3.348383 0.13 0.37 0.16
H 4.344873 2.169598 -3.727631 -0.11 0.02 0.15
H 2.978210 5.055577 -0.830805 0.03 -0.13 -0.03
H 0.902514 3.726774 -0.478249 0.33 0.05 -0.13
H -2.687842 4.209232 -1.516125 -0.38 -0.05 -0.02
H -4.893994 5.336007 -1.377764 0.04 -0.12 -0.01
C 4.319420 -1.641551 -1.905160 -0.15 0.09 0.05
C 3.530054 -2.701514 -1.443667 0.11 0.14 -0.10
C 2.837586 -2.590674 -0.244720 -0.16 0.71 0.15
C 2.859892 -1.376293 0.491044 0.77 -0.18 -0.99
C 1.961627 -1.106160 1.588487 -1.52 -0.80 1.02
C 0.718030 -1.710984 1.774319 1.49 0.80 -0.16
N 0.131696 -1.821475 3.022100 0.06 -0.34 0.06
C 0.945324 -1.429142 4.179384 -0.24 0.48 -0.01
C 0.255621 -1.675266 5.518950 -0.47 0.04 0.06
O -1.122291 -1.302355 5.500656 0.16 -0.37 -0.49
C -1.861800 -2.013110 4.506681 0.22 0.16 0.42
C -1.332265 -1.766517 3.103126 -0.11 0.64 0.02
C -0.038620 -2.271099 0.618079 -0.11 -0.60 -0.25
C -0.162302 -1.535473 -0.569254 -0.21 -0.06 0.30
C -0.850305 -2.045629 -1.670031 0.00 -0.20 0.36
C -1.406149 -3.329297 -1.603942 0.06 0.18 0.12
C -1.277343 -4.079230 -0.430861 0.05 0.12 0.18
C -0.609191 -3.554008 0.680003 0.08 0.16 -0.38
C 3.817875 -0.403982 0.116481 -0.62 -0.16 -0.03
C 4.487404 -0.510199 -1.093642 0.16 -0.26 -0.32
H 4.796076 -1.698849 -2.889111 -0.07 -0.01 0.45
H 3.432066 -3.611952 -2.038387 0.11 0.24 0.20
H 2.222331 -3.411843 0.117692 0.14 0.16 -0.17
H 2.342323 -0.444292 2.365727 -0.03 -0.35 -0.03
H 1.887789 -1.996229 4.157443 -0.21 0.20 -0.14
H 1.195873 -0.354496 4.130012 -0.07 -0.21 -0.07
H 0.373011 -2.731863 5.819722 -0.17 0.26 -0.02
H 0.687960 -1.014512 6.284707 0.12 -0.45 -0.26
H -1.867952 -3.099440 4.716133 0.04 0.32 0.13
H -2.879541 -1.605211 4.589935 0.24 -0.40 -0.13
H -1.692453 -0.778808 2.756677 0.14 -0.17 0.10
H -1.761456 -2.517836 2.433884 0.02 0.25 0.20
H 0.282234 -0.540608 -0.586448 -0.05 -0.39 0.10
H -0.968762 -1.442738 -2.574320 0.09 -0.26 0.16
H -1.950628 -3.728149 -2.459283 0.16 0.04 0.23
H -1.708916 -5.078680 -0.361382 0.11 0.28 -0.12
H -0.507093 -4.140042 1.600842 -0.02 0.19 -0.41
H 3.971157 0.461187 0.766930 -0.13 -0.14 -0.29
H 5.130916 0.303280 -1.433070 -0.05 -0.25 0.18
```
Positions in Å, forces in eV/Å.

HOMO energy: -9.32 eV
total charge: +1
spin multiplicity: 1
total energy: -178322.020 eV